Entry 1:
{"formula": "C69H174N10O23", "method": "ωB97M-V/def2-TZVPD", "multiplicity": 1, "lumo_ev": 0.229, "homo_energy_ev": -8.489, "e_above_lowest_kj_mol": 1061.5, "homo_lumo_gap_ev": 8.72, "charge": 0, "elements": ["C", "C", "C", "O", "H", "H", "H", "H", "H", "H", "H", "H", "C", "C", "C", "O", "H", "H", "H", "H", "H", "H", "H", "H", "C", "C", "C", "O", "H", "H", "H", "H", "H", "H", "H", "H", "C", "O", "C", "C", "N", "C", "C", "O", "C", "H", "H", "H", "H", "H", "H", "H", "H", "H", "H", "H", "H", "H", "H", "H", "C", "O", "C", "C", "N", "C", "C", "O", "C", "H", "H", "H", "H", "H", "H", "H", "H", "H", "H", "H", "H", "H", "H", "H", "C", "O", "C", "C", "N", "C", "C", "O", "C", "H", "H", "H", "H", "H", "H", "H", "H", "H", "H", "H", "H", "H", "H", "H", "C", "O", "C", "C", "N", "C", "C", "O", "C", "H", "H", "H", "H", "H", "H", "H", "H", "H", "H", "H", "H", "H", "H", "H", "C", "O", "C", "C", "N", "C", "C", "O", "C", "H", "H", "H", "H", "H", "H", "H", "H", "H", "H", "H", "H", "H", "H", "H", "C", "O", "C", "C", "N", "C", "C", "O", "C", "H", "H", "H", "H", "H", "H", "H", "H", "H", "H", "H", "H", "H", "H", "H", "C", "O", "C", "C", "N", "C", "C", "O", "C", "H", "H", "H", "H", "H", "H", "H", "H", "H", "H", "H", "H", "H", "H", "H", "C", "O", "C", "C", "N", "C", "C", "O", "C", "H", "H", "H", "H", "H", "H", "H", "H", "H", "H", "H", "H", "H", "H", "H", "C", "O", "C", "C", "N", "C", "C", "O", "C", "H", "H", "H", "H", "H", "H", "H", "H", "H", "H", "H", "H", "H", "H", "H", "C", "O", "C", "C", "N", "C", "C", "O", "C", "H", "H", "H", "H", "H", "H", "H", "H", "H", "H", "H", "H", "H", "H", "H"], "coordinates": [[-5.45549, -2.45551, -7.87737], [-5.58669, -1.72412, -6.46201], [-4.34107, -1.75420, -5.57007], [-5.78042, -0.37485, -6.50693], [-5.30010, -3.51277, -7.66253], [-4.59852, -2.03707, -8.40520], [-6.37866, -2.34447, -8.44616], [-6.44172, -2.13593, -5.92588], [-3.44557, -1.34674, -6.03926], [-3.94778, -2.74724, -5.35256], [-4.52953, -1.18622, -4.65904], [-6.13555, -0.13081, -7.36479], [-6.13014, 5.83023, 12.69046], [-6.08746, 5.74783, 11.12733], [-4.71690, 5.59307, 10.61826], [-6.83029, 4.64881, 10.79252], [-5.27036, 6.36796, 13.09010], [-6.10056, 4.87413, 13.21306], [-7.07634, 6.31848, 12.92376], [-6.63687, 6.52857, 10.60132], [-4.67260, 6.03564, 9.62314], [-4.35795, 4.56762, 10.70604], [-4.03209, 6.29358, 11.09619], [-6.47441, 4.00552, 11.40987], [-4.95473, 2.43437, -0.36588], [-6.11347, 1.78587, 0.26024], [-6.93779, 2.79406, 1.10576], [-7.10732, 1.60017, -0.74098], [-4.10420, 2.06358, 0.20615], [-5.04656, 3.51938, -0.31655], [-4.76934, 2.19995, -1.41410], [-5.88393, 0.91551, 0.87495], [-7.76564, 2.29389, 1.60833], [-7.32307, 3.67167, 0.58668], [-6.40068, 3.25217, 1.93628], [-7.29566, 2.43768, -1.17073], [-0.10708, 9.30814, -10.67285], [-0.15940, 7.83697, -10.55711], [1.05081, 7.29209, -9.89501], [1.18909, 5.76504, -9.89283], [0.21428, 5.07095, -9.04402], [0.39916, 3.57890, -8.95215], [-0.26019, 2.78239, -10.09609], [0.39457, 2.72914, -11.38846], [-0.12132, 1.62248, -12.20355], [0.66946, 9.59999, -11.37989], [-0.08646, 9.89137, -9.75224], [-1.09292, 9.58373, -11.04737], [0.97067, 7.50339, -8.82869], [1.98802, 7.72258, -10.24773], [2.18921, 5.33235, -9.91800], [0.85110, 5.42149, -10.87050], [-0.62864, 5.17174, -9.59122], [0.00080, 3.29857, -7.97705], [1.45272, 3.30963, -8.87732], [-1.30984, 2.99118, -10.30283], [-0.47193, 1.76461, -9.76836], [-0.23494, 0.69720, -11.63871], [0.68711, 1.51480, -12.92670], [-1.08735, 1.89545, -12.62825], [5.37792, 10.10120, 3.81336], [6.58183, 9.50225, 3.50246], [6.37546, 8.36405, 2.71449], [6.67727, 8.66188, 1.16850], [5.37977, 9.00706, 0.53350], [5.61750, 9.23266, -0.81870], [4.20848, 8.88708, -1.47320], [4.00727, 7.49712, -1.21283], [3.03086, 6.99027, -2.15191], [4.86786, 10.67924, 3.04277], [5.95382, 10.82199, 4.39379], [4.56505, 9.55349, 4.29018], [5.42369, 7.88757, 2.94942], [7.06958, 7.57246, 2.99677], [7.07331, 7.69233, 0.86647], [7.45190, 9.42848, 1.14923], [4.77587, 8.19817, 0.56645], [6.25833, 8.51216, -1.32696], [5.81927, 10.29566, -0.95065], [4.24100, 9.16736, -2.52604], [3.37404, 9.42818, -1.02708], [2.80374, 5.92515, -2.10685], [3.54111, 6.91232, -3.11195], [2.05633, 7.47382, -2.08435], [2.79322, 5.00687, 2.24435], [4.02936, 4.26930, 2.20126], [3.74127, 2.85629, 2.25642], [5.02611, 2.05543, 2.02842], [5.94704, 2.27626, 3.17353], [7.35874, 2.05145, 2.93887], [7.78040, 0.64283, 2.94708], [9.05055, 0.53784, 2.53049], [9.59858, -0.66024, 2.68484], [2.85671, 5.98868, 2.71351], [2.07241, 4.53726, 2.91367], [2.34676, 5.16662, 1.26289], [3.12191, 2.64761, 1.38409], [3.42456, 2.51563, 3.24219], [5.42828, 2.30682, 1.04700], [4.92388, 0.97068, 2.05929], [5.73646, 3.18653, 3.55716], [7.96915, 2.54008, 3.69831], [7.54587, 2.58365, 2.00623], [7.12867, 0.07927, 2.27943], [7.72215, 0.16432, 3.92469], [10.67874, -0.69036, 2.54191], [9.14024, -1.42292, 2.05528], [9.52389, -1.04927, 3.70032], [-1.49768, 1.42298, 4.09739], [-1.54950, 0.49113, 3.00371], [-0.93659, -0.73408, 3.29629], [-1.32748, -1.58970, 2.15063], [-0.27219, -1.35388, 1.10432], [-0.55344, -2.34929, 0.10856], [0.39088, -2.22122, -1.12409], [0.28076, -0.91733, -1.62060], [1.25492, -0.62607, -2.56879], [-0.49682, 1.64296, 4.46885], [-2.22420, 1.16205, 4.86693], [-1.88044, 2.39486, 3.78589], [-1.31662, -1.12169, 4.24151], [0.11461, -0.53041, 3.50025], [-2.30135, -1.21211, 1.83900], [-1.37248, -2.65027, 2.39814], [-0.39392, -0.45970, 0.65076], [-1.54103, -2.08117, -0.26677], [-0.59846, -3.36825, 0.49299], [0.09731, -2.97338, -1.85633], [1.39498, -2.49497, -0.80014], [1.22116, 0.40087, -2.93262], [1.36912, -1.38500, -3.34279], [2.20899, -0.39806, -2.09355], [7.19722, 12.45098, -5.50626], [5.98300, 11.71566, -5.69210], [5.64827, 11.40066, -7.01366], [6.59113, 10.37831, -7.66051], [6.29123, 9.04220, -7.11483], [7.11813, 7.93692, -7.61029], [6.78836, 6.66812, -6.75633], [7.37889, 6.80044, -5.48882], [6.99905, 5.77656, -4.60512], [8.10134, 12.11109, -6.01138], [7.45062, 12.60506, -4.45738], [6.98832, 13.40751, -5.98534], [5.61073, 12.26990, -7.67025], [4.59571, 11.13013, -7.09747], [7.58960, 10.71446, -7.38094], [6.55263, 10.49900, -8.74312], [6.14698, 9.01282, -6.11562], [8.17824, 8.14201, -7.46127], [7.03901, 7.74377, -8.68012], [7.22321, 5.71502, -7.05734], [5.70252, 6.67276, -6.66123], [7.51079, 4.84630, -4.85173], [5.98683, 5.52709, -4.28688], [7.58047, 6.05565, -3.72640], [-6.08947, -14.67232, 8.50018], [-5.65651, -13.67716, 9.49284], [-4.71951, -12.64317, 8.99441], [-4.39039, -11.66784, 10.05422], [-3.17858, -10.90966, 9.75089], [-1.96901, -11.63296, 9.50732], [-0.97016, -10.69553, 8.87876], [-1.28283, -10.31569, 7.48901], [-2.04535, -9.05347, 7.39599], [-6.95764, -15.23653, 8.84082], [-5.25651, -15.32215, 8.23190], [-6.44082, -14.26630, 7.55160], [-5.07184, -12.20635, 8.05999], [-3.82876, -13.21580, 8.73600], [-4.30911, -12.09178, 11.05511], [-5.28242, -11.04451, 10.11637], [-3.36158, -10.34500, 8.93372], [-2.05098, -12.42289, 8.76074], [-1.61551, -12.05188, 10.44947], [-0.05791, -11.29137, 8.90854], [-0.77654, -9.80985, 9.48388], [-1.50770, -8.16929, 7.73839], [-3.00758, -9.18699, 7.89034], [-2.13386, -8.86115, 6.32675], [-5.69166, -1.01591, 14.91233], [-4.99649, 0.20392, 14.56055], [-3.70301, -0.12198, 14.24502], [-2.95850, 1.16575, 13.99879], [-1.43065, 0.96777, 13.92437], [-0.80479, -0.11094, 13.14823], [-0.94649, 0.15191, 11.64817], [-0.70537, -1.05122, 10.80576], [0.56433, -1.02625, 10.29794], [-5.14382, -1.72859, 15.52882], [-6.08062, -1.49195, 14.01222], [-6.64873, -0.80094, 15.38763], [-3.84868, -0.62324, 13.28814], [-3.18525, -0.77285, 14.94957], [-3.23896, 1.93163, 14.72189], [-3.36305, 1.41318, 13.01735], [-0.93672, 1.81874, 13.69640], [-1.26515, -1.08570, 13.30950], [0.26882, -0.24799, 13.27740], [-0.34977, 1.05876, 11.54995], [-1.97183, 0.40008, 11.37397], [1.30383, -0.67136, 11.01577], [0.63172, -0.40560, 9.40444], [0.82404, -1.98437, 9.84776], [-10.15554, -7.86492, 8.50895], [-9.07847, -7.13672, 9.13971], [-9.27967, -5.70588, 9.50100], [-7.85303, -5.12816, 9.73680], [-6.93014, -5.59850, 8.75202], [-6.94917, -5.05095, 7.35701], [-6.57330, -3.46770, 7.27801], [-7.66670, -2.64511, 7.60157], [-7.53077, -1.39528, 7.02412], [-11.10218, -7.70555, 9.02526], [-9.96943, -8.93002, 8.37102], [-10.29112, -7.46966, 7.50223], [-9.98834, -5.70300, 10.32918], [-9.78704, -5.19243, 8.68427], [-7.44384, -5.47063, 10.68726], [-7.85366, -4.03836, 9.71559], [-7.33773, -6.50560, 8.57558], [-7.76319, -5.42725, 6.73743], [-6.20330, -5.63590, 6.81885], [-6.31837, -3.35320, 6.22443], [-5.61975, -3.30309, 7.77975], [-7.23734, -1.35629, 5.97509], [-6.86483, -0.78284, 7.63201], [-8.52110, -0.95096, 7.12384], [5.86718, -0.05913, -11.69397], [6.45225, -0.88835, -10.65831], [5.59241, -1.90062, -10.05437], [5.80578, -3.25912, -10.78880], [5.33126, -4.51905, -10.13451], [5.79403, -4.69178, -8.72645], [7.20984, -4.96743, -8.52323], [7.40873, -5.48323, -7.16013], [8.68663, -5.91417, -6.95621], [6.61109, 0.58036, -12.16910], [5.10766, 0.47501, -11.12306], [5.37248, -0.70064, -12.42325], [4.52892, -1.66539, -10.01252], [5.93881, -2.07162, -9.03512], [6.85728, -3.22405, -11.07380], [5.17231, -3.12401, -11.66548], [4.33306, -4.42113, -10.01568], [5.21989, -5.45938, -8.20754], [5.57953, -3.84540, -8.07396], [7.81599, -4.06904, -8.63971], [7.53278, -5.74134, -9.21955], [9.39969, -5.18041, -6.58039], [9.29243, -6.13522, -7.83498], [8.85505, -6.73703, -6.26149], [-4.08349, -5.15625, -12.43700], [-2.88841, -5.09418, -11.69285], [-2.00736, -6.12318, -12.19772], [-0.58835, -6.07078, -11.56853], [-0.55666, -6.01262, -10.09466], [-0.80601, -7.39352, -9.57950], [-1.04297, -7.39328, -8.04355], [-2.35337, -7.89088, -7.89434], [-2.74113, -9.23496, -8.16507], [-4.73462, -6.00270, -12.21865], [-4.04348, -5.28918, -13.51813], [-4.77525, -4.32672, -12.29061], [-2.00906, -5.91776, -13.26819], [-2.45164, -7.09678, -11.99077], [0.04015, -5.33700, -12.07318], [-0.01365, -6.95101, -11.85661], [-1.39295, -5.46110, -9.96609], [0.10003, -7.97597, -9.74666], [-1.54877, -8.04563, -10.03903], [-0.92994, -6.45005, -7.50906], [-0.26732, -7.95128, -7.51905], [-3.81695, -9.20155, -7.99300], [-2.54176, -9.99743, -7.41209], [-2.62393, -9.72762, -9.13029]], "lowdin_charge": [-0.03, -0.50, -0.07, -0.05, 0.07, 0.07, 0.07, 0.13, 0.08, 0.07, 0.08, 0.09, -0.04, -0.54, -0.07, -0.04, 0.07, 0.07, 0.08, 0.14, 0.08, 0.09, 0.08, 0.08, -0.07, -0.46, -0.08, -0.08, 0.08, 0.08, 0.09, 0.14, 0.08, 0.08, 0.07, 0.08, -0.09, -0.20, -0.19, -0.22, -0.07, -0.17, -0.22, -0.21, -0.08, 0.08, 0.08, 0.08, 0.11, 0.11, 0.12, 0.10, 0.09, 0.11, 0.11, 0.12, 0.10, 0.08, 0.09, 0.08, -0.15, -0.18, -0.22, -0.15, -0.08, -0.23, -0.21, -0.21, -0.09, 0.08, 0.10, 0.09, 0.11, 0.11, 0.10, 0.12, 0.09, 0.12, 0.12, 0.11, 0.12, 0.08, 0.08, 0.09, -0.10, -0.19, -0.21, -0.20, -0.07, -0.21, -0.29, -0.15, -0.17, 0.08, 0.08, 0.08, 0.12, 0.12, 0.11, 0.11, 0.10, 0.13, 0.12, 0.13, 0.13, 0.10, 0.09, 0.09, -0.10, -0.20, -0.27, -0.19, -0.05, -0.24, -0.23, -0.18, -0.13, 0.08, 0.08, 0.08, 0.12, 0.12, 0.12, 0.12, 0.11, 0.11, 0.12, 0.12, 0.12, 0.09, 0.09, 0.08, -0.09, -0.18, -0.25, -0.19, -0.06, -0.19, -0.22, -0.20, -0.13, 0.07, 0.09, 0.08, 0.11, 0.12, 0.09, 0.12, 0.11, 0.11, 0.11, 0.12, 0.12, 0.08, 0.09, 0.09, -0.09, -0.20, -0.21, -0.21, -0.05, -0.24, -0.20, -0.19, -0.07, 0.08, 0.08, 0.07, 0.13, 0.10, 0.13, 0.12, 0.06, 0.11, 0.13, 0.11, 0.12, 0.08, 0.06, 0.08, -0.09, -0.17, -0.31, -0.15, -0.05, -0.23, -0.19, -0.17, -0.17, 0.09, 0.08, 0.08, 0.12, 0.13, 0.12, 0.10, 0.09, 0.11, 0.11, 0.12, 0.11, 0.09, 0.08, 0.09, -0.09, -0.25, -0.14, -0.21, -0.08, -0.15, -0.20, -0.19, -0.14, 0.08, 0.08, 0.08, 0.11, 0.11, 0.11, 0.11, 0.07, 0.10, 0.10, 0.10, 0.12, 0.09, 0.09, 0.09, -0.08, -0.22, -0.20, -0.19, -0.03, -0.24, -0.20, -0.16, -0.18, 0.09, 0.08, 0.08, 0.12, 0.10, 0.12, 0.10, 0.09, 0.13, 0.11, 0.13, 0.13, 0.08, 0.08, 0.09, -0.15, -0.18, -0.19, -0.21, -0.04, -0.19, -0.19, -0.19, -0.12, 0.08, 0.08, 0.09, 0.11, 0.11, 0.11, 0.11, 0.09, 0.11, 0.09, 0.12, 0.11, 0.08, 0.08, 0.08]}

Entry 2:
{"formula": "H2", "method": "ωB97M-V/def2-TZVPD", "multiplicity": 1, "lumo_ev": 0.374, "homo_energy_ev": -11.985, "e_above_lowest_kj_mol": 219.4, "homo_lumo_gap_ev": 12.36, "charge": 0, "elements": ["H", "H"], "coordinates": [[-0.09923, -0.55991, 0.32550], [0.09923, 0.55991, -0.32550]], "lowdin_charge": [0.00, 0.00]}